No. 1
14
Properties=species:S:1:pos:R:3:nbo_charge:R:1 method="wB97M-V/def2-TZVPD" total_charge=+1 homo_lumo_gap_ev=8.39 homo_ev=-13.78 relative_energy_ev=4.326
C 0.753 -1.382 -1.003 0.32
C 0.565 -1.988 0.329 -0.20
C -0.069 1.460 1.031 -0.69
C -0.655 0.488 0.011 0.29
N -0.032 -0.747 -0.255 -0.29
O -0.484 1.006 -1.720 -0.75
I -2.793 0.102 0.068 0.30
H 1.237 -1.229 -1.916 0.28
H 0.036 -2.934 0.634 0.27
H 1.417 -1.680 0.887 0.21
H -0.871 1.562 1.870 0.28
H 0.863 1.079 1.351 0.24
H 0.018 2.446 0.403 0.28
H 0.015 1.817 -1.691 0.47

=====

No. 2
14
Properties=species:S:1:pos:R:3:nbo_charge:R:1 method="wB97M-V/def2-TZVPD" total_charge=+1 homo_lumo_gap_ev=7.15 homo_ev=-12.11 relative_energy_ev=3.679
C -0.867 -1.173 -0.544 0.10
C 0.975 -2.168 0.352 0.19
C -0.279 1.143 -0.108 -0.43
C 1.238 -0.780 0.101 -0.19
N 0.161 -0.148 -0.510 -0.48
O -0.301 -2.343 0.016 -0.43
I 3.078 0.089 -0.073 0.82
H -1.777 -0.755 -0.030 0.20
H -1.180 -1.524 -1.588 0.20
H 1.742 -2.940 0.399 0.25
H 0.281 1.868 -0.676 0.22
H -0.237 1.179 1.045 0.19
H -1.263 1.372 -0.373 0.24
H 3.001 0.687 1.397 0.13

=====

No. 3
18
Properties=species:S:1:pos:R:3:nbo_charge:R:1 method="wB97M-V/def2-TZVPD" smiles="CCCOC(=O)N=[S@@](=O)([O-])I" total_charge=-1 homo_lumo_gap_ev=7.86 homo_ev=-5.16 relative_energy_ev=0.666
C -1.186 -0.576 0.168 0.76
C 2.969 0.103 0.395 -0.59
C 1.802 0.714 -0.259 -0.43
C 0.874 -0.367 -0.971 -0.05
N -1.973 -1.342 0.923 -0.66
O -1.580 0.474 -0.391 -0.78
O -4.110 -0.395 -0.813 -0.93
O -4.547 -0.805 1.588 -0.96
O 0.042 -1.071 -0.014 -0.53
S -3.668 -0.334 0.535 1.96
I -3.600 2.042 1.065 -0.17
H 3.749 0.939 0.389 0.18
H 2.824 -0.093 1.405 0.21
H 3.327 -0.702 -0.128 0.20
H 2.185 1.338 -1.009 0.19
H 1.056 1.186 0.312 0.23
H 0.223 0.044 -1.785 0.22
H 1.612 -1.155 -1.411 0.15

=====

No. 4
13
Properties=species:S:1:pos:R:3:nbo_charge:R:1 method="wB97M-V/def2-TZVPD" smiles="COC1=CC1.I" homo_lumo_gap_ev=9.15 homo_ev=-8.85 relative_energy_ev=3.789
C -0.139 -1.139 0.564 -0.34
C -0.937 -0.605 1.746 -0.40
C -0.692 0.031 0.468 0.34
C -0.012 1.327 -1.332 -0.25
O -0.759 1.248 -0.149 -0.47
I 3.558 -0.686 -0.376 -0.13
H 0.269 -1.983 0.039 0.24
H 2.334 -0.627 0.818 0.12
H -1.864 -0.944 1.906 0.17
H -0.536 -0.421 2.673 0.18
H 0.590 2.135 -1.171 0.19
H -0.583 1.454 -2.275 0.18
H 0.672 0.404 -1.506 0.19

=====

No. 5
13
Properties=species:S:1:pos:R:3:nbo_charge:R:1 method="wB97M-V/def2-TZVPD" homo_lumo_gap_ev=7.96 homo_ev=-7.46 relative_energy_ev=5.518
C 1.682 0.483 -0.877 -0.53
C 2.034 0.621 0.614 -0.53
C 0.773 1.111 0.073 0.63
C -2.254 -1.773 0.396 -0.96
O -0.281 1.639 0.280 -0.52
I -3.266 -0.045 -0.340 0.48
H 2.206 1.113 -1.582 0.24
H 1.442 -0.494 -1.265 0.25
H 2.026 -0.263 1.231 0.25
H 2.796 1.333 0.892 0.24
H -3.012 -2.339 0.951 0.17
H -2.031 -2.375 -0.497 0.17
H -2.115 0.988 0.124 0.13

=====

No. 6
15
Properties=species:S:1:pos:R:3:lowdin_spin:R:1 method="wB97M-V/def2-TZVPD" total_charge=+2 homo_lumo_gap_ev="6.88 / 8.02" homo_ev="-14.80 / -17.55" spin_multiplicity=6
H -0.616 -4.238 2.800 0.82
C -0.749 1.245 -1.595 0.05
C 0.325 0.937 -0.616 0.01
C -0.037 -0.190 0.354 0.00
C 1.071 -0.511 1.309 0.00
O 1.280 -1.620 1.760 0.01
O -0.960 2.378 -2.007 0.37
Ir -2.049 3.178 -3.238 3.56
Li 0.765 -3.401 2.148 0.17
H -1.352 0.402 -1.984 0.01
H 1.180 0.624 -1.244 0.00
H 0.621 1.860 -0.101 0.00
H -0.349 -1.108 -0.162 0.00
H -0.882 0.124 0.993 0.00
H 1.753 0.319 1.584 0.00

=====

No. 7
14
Properties=species:S:1:pos:R:3:lowdin_spin:R:1 method="wB97M-V/def2-TZVPD" total_charge=+1 homo_lumo_gap_ev="6.77 / 7.56" homo_ev="-12.17 / -14.60" spin_multiplicity=6
O -0.324 1.586 0.845 0.40
C -0.169 0.361 1.108 0.15
C 0.828 -0.452 0.499 0.05
H 0.638 -1.527 0.598 0.00
H -1.049 -0.157 1.534 0.01
H 1.848 -0.128 0.736 0.01
Ir -1.479 2.697 0.014 3.43
C 1.639 0.809 -1.857 0.62
C 0.648 -0.115 -1.335 0.12
O 2.828 1.007 -1.108 0.11
H 1.281 1.768 -2.262 0.04
H 0.683 -1.040 -1.931 0.03
H -0.448 -0.133 -1.298 0.02
H 3.563 0.581 -1.560 0.02

=====

No. 8
15
Properties=species:S:1:pos:R:3:lowdin_spin:R:1 method="wB97M-V/def2-TZVPD" total_charge=+1 homo_lumo_gap_ev="8.03 / 7.74" homo_ev="-12.71 / -13.28" relative_energy_ev=2.644 spin_multiplicity=2
O 0.167 1.318 -2.102 0.48
La -0.560 -0.907 -2.225 -0.01
O -2.122 -0.588 -0.916 0.02
C -2.099 0.339 0.120 0.04
C -0.691 0.633 0.628 0.40
O 0.158 -0.440 0.214 0.08
C 1.381 -0.621 0.811 0.00
C 2.427 -1.081 0.133 0.02
H -2.720 0.041 0.988 0.02
H -2.519 1.312 -0.224 0.01
H -0.678 0.572 1.723 0.03
H -0.045 1.742 -0.590 -0.07
H 1.482 -0.085 1.757 0.00
H 2.436 -1.067 -0.960 0.00
H 3.383 -1.170 0.645 0.00

=====

Summary of DFT total energy in Eh
-583.86084, -583.88462, -1208.21389, -529.39031, -529.32675, -418.04507, -410.79467, -413.49948
(order as listed above)